Record 1
# C10H17BrIN3OPS

A gas-phase ion, C10H17BrIN3OPS (charge +1) (wB97M-V/def2-TZVPD, OMol25).

ORCA input file:
```
! RIJCOSX wB97M-V def2-TZVPD def2/J DEFGRID3
* xyz 1 1
C -0.16 3.34 -1.19
C -0.74 2.79 -2.54
C -1.15 1.24 -2.49
I -3.29 0.93 -2.38
N -0.37 0.49 -1.48
N 0.74 -0.06 -1.98
C 1.35 -0.65 -0.95
P 2.99 -1.54 -1.09
S 3.60 -1.65 -2.93
N 0.55 -0.45 0.20
C 0.91 -0.93 1.55
C 0.15 -2.23 1.99
C 0.82 -2.69 3.35
Br 0.42 -3.73 0.73
C -0.54 0.29 -0.15
C -1.69 0.82 0.72
C -2.89 -0.21 0.86
O -3.99 0.15 1.13
H 0.31 4.33 -1.43
H -1.00 3.54 -0.49
H 0.65 2.72 -0.75
H -1.59 3.41 -2.92
H 0.07 2.86 -3.31
H -0.84 0.83 -3.47
H 2.99 -2.79 -0.42
H 3.94 -0.71 -0.40
H 0.84 -0.12 2.30
H 2.00 -1.20 1.50
H -0.94 -2.05 2.17
H 0.93 -1.77 3.99
H 1.86 -3.07 3.18
H 0.19 -3.41 3.91
H -2.04 1.79 0.32
H -1.36 1.01 1.78
H -2.73 -1.32 0.69
*
```

- HOMO (Eh) = -0.4355
- lowest unoccupied orbital energy (eV) = -3.727
- orbital gap (Eh) = 0.29856
- SMILES string = CC[C@H](I)n1nc([PH2]=S)[n+](C[C@H](C)Br)c1CC=O

Atomic partial charges in e from the Mulliken method, atoms 1 to 2: -0.92 -0.32

***

Record 2
# C53H43Br2IN9O7RbS5

A molecular structure, C53H43Br2IN9O7RbS5 (wB97M-V/def2-TZVPD, OMol25).

ORCA input file:
```
! RIJCOSX wB97M-V def2-TZVPD def2/J DEFGRID3
* xyz -2 1
Rb 0.23 -0.53 1.13
N 7.27 1.81 3.53
C 5.89 1.95 3.31
C 5.11 0.84 3.00
C 3.75 0.97 2.76
C 3.16 2.22 2.85
C 3.92 3.33 3.18
C 5.27 3.20 3.42
S 1.42 2.37 2.50
O 1.00 3.67 2.99
O 0.81 1.20 3.11
N 1.17 2.21 0.93
C 1.66 3.14 0.08
N 1.10 3.16 -1.16
C 1.58 4.03 -2.03
C 2.60 4.93 -1.74
C 3.08 4.86 -0.45
N 2.64 4.00 0.45
H 7.65 1.01 3.06
H 7.78 2.64 3.27
H 5.57 -0.14 2.92
H 3.16 0.10 2.50
H 3.43 4.30 3.23
H 5.87 4.07 3.67
H 1.12 4.02 -3.02
H 2.97 5.63 -2.47
H 3.87 5.53 -0.11
S 7.74 0.78 -0.60
C 7.92 2.47 -0.34
C 6.72 3.06 -0.09
C 5.64 2.14 -0.09
C 6.03 0.86 -0.35
C 5.18 -0.34 -0.40
C 3.86 -0.23 -0.88
N 3.01 -1.23 -0.90
C 3.41 -2.42 -0.42
C 4.72 -2.66 0.03
C 5.07 -3.94 0.57
C 4.13 -4.90 0.73
C 2.76 -4.67 0.35
C 1.73 -5.55 0.69
C 0.43 -5.23 0.40
C 0.19 -4.02 -0.30
N 1.15 -3.18 -0.62
C 2.41 -3.46 -0.27
C -0.70 -6.06 0.83
C -0.75 -7.43 0.95
C -2.00 -7.89 1.44
C -2.88 -6.86 1.67
S -2.18 -5.34 1.32
C 5.61 -1.57 0.02
H 8.89 2.93 -0.40
H 6.61 4.12 0.11
H 4.62 2.42 0.15
H 3.49 0.72 -1.26
H 6.08 -4.10 0.90
H 4.38 -5.84 1.21
H 1.96 -6.45 1.25
H -0.82 -3.73 -0.57
H 0.08 -8.07 0.69
H -2.25 -8.93 1.59
H -3.89 -6.93 2.04
H 6.61 -1.71 0.42
Br -5.14 1.26 3.25
C -3.88 -0.14 3.39
C -2.94 -0.15 4.41
C -2.09 -1.23 4.50
C -2.20 -2.25 3.56
N -3.09 -2.22 2.56
C -3.91 -1.18 2.47
H -2.88 0.68 5.11
H -1.33 -1.29 5.27
H -1.54 -3.11 3.58
H -4.60 -1.17 1.64
N -1.38 3.97 0.97
C -1.99 2.75 0.96
O -2.14 2.08 1.97
C -2.54 2.18 -0.33
I -2.73 3.49 -2.01
H -0.77 4.11 1.77
H -1.03 4.31 0.09
H -3.54 1.80 -0.13
H -1.94 1.33 -0.64
C 1.82 -1.67 4.62
S 2.02 -2.70 3.17
O 3.10 -3.62 3.49
O 0.72 -3.34 2.95
O 2.34 -1.75 2.09
H 1.48 -2.30 5.43
H 1.10 -0.88 4.40
H 2.78 -1.23 4.86
C -7.73 -4.85 -3.58
C -9.07 -4.37 -3.06
O -10.11 -4.88 -3.41
S -9.15 -3.03 -1.90
C -7.47 -2.54 -1.62
C -6.71 -3.15 -0.61
C -5.39 -2.79 -0.42
C -4.78 -1.80 -1.21
C -5.57 -1.18 -2.20
C -6.89 -1.55 -2.40
C -3.43 -1.44 -0.99
C -2.26 -1.19 -0.68
H -7.81 -4.94 -4.66
H -7.56 -5.86 -3.18
H -6.90 -4.21 -3.30
H -7.17 -3.92 0.00
H -4.80 -3.26 0.36
H -5.12 -0.41 -2.81
H -7.48 -1.06 -3.17
Br -0.67 2.34 -5.95
C -0.28 0.91 -4.75
C -0.27 -0.39 -5.20
C 0.03 -1.38 -4.27
C 0.30 -1.02 -2.96
N 0.28 0.25 -2.54
C -0.01 1.20 -3.42
H -0.48 -0.62 -6.23
H 0.05 -2.42 -4.56
H 0.53 -1.76 -2.20
H -0.03 2.21 -3.04
*
```

- HOMO (Eh) = -0.1181
- lowest unoccupied orbital energy (eV) = 3.166
- ΔE to the lowest compared entry with this formula, charge and spin (eV) = 0.704
- orbital gap (Eh) = 0.23443

Atomic partial charges in e from the Mulliken method, atoms 1 to 2: 0.99 -0.62

***

Record 3
# C3H5EuLiO3

A molecular structure, C3H5EuLiO3 (wB97M-V/def2-TZVPD, OMol25).

ORCA input file:
```
! RIJCOSX wB97M-V def2-TZVPD def2/J DEFGRID3
* xyz 1 9
O 0.08 -1.92 0.16
C 0.79 -0.87 -0.30
C -1.28 -2.13 -0.24
O 1.22 0.10 -1.01
O -1.02 0.01 -0.08
C -1.93 -0.92 0.42
H -1.62 -3.07 0.22
H -1.35 -2.07 -1.34
H -1.89 -0.93 1.52
H -2.95 -0.73 0.05
H 1.76 -1.43 -0.18
Eu 0.19 1.99 -0.11
Li -2.06 1.16 -1.21
*
```

- HOMO (spin up / spin down) (Eh) = -0.3498 / -0.5001
- lowest unoccupied orbital energy (spin up / spin down) (eV) = -3.630 / -4.114
- expectation value of S² = 20.0085
- orbital gap (spin up / spin down) (Eh) = 0.21642 / 0.34892

Atomic partial charges in e from the Mulliken method, atoms 1 to 2: -0.28 0.39